C4H7N3 | ωB97M-V/def2-TZVPD

Last column: Löwdin charge in e.
Element x y z (Å)
C -2.24148 0.18203 0.34511  -0.091
C -3.36730 -0.17265 -0.30906  0.265
C 2.34311 1.22834 -0.01311  0.175
C 2.36415 -1.21209 0.10956  0.183
N 0.02723 -0.07871 -0.43740  0.389
N -1.02734 0.02295 -0.11280  0.119
N 2.17777 0.00435 0.05112  -0.035
H -2.27733 0.62125 1.34798  0.171
H -3.37317 -0.60759 -1.29864  0.117
H -4.33037 -0.02180 0.16226  0.124
H 2.22551 1.87339 0.85470  0.147
H 2.54538 1.71239 -0.96885  0.152
H 1.57003 -1.93950 -0.02352  0.125
H 3.36380 -1.61236 0.29267  0.159

total charge	+2
total energy	-8709.233	eV